[1]
DFT (ωB97M-V/def2-TZVPD) results for a 7-piece molecular cluster, C14H30ClNO12 overall in a non-equilibrium geometry.

Properties
E_LUMO = 0.116 hartree
E = -53584.9210 eV
Frontier orbital gap = 3.50 eV
2S+1 = 1
Net charge = -2
Energy above the lowest of the compared OMol25 structures with the same formula, charge and spin = 0.0 kcal per mole

The geometry in XYZ format:
```
58
Properties=species:S:1:pos:R:3:forces:R:3
N -0.389048 -0.809294 1.014142 1.333 0.238 0.617
H -1.015968 -0.972384 0.239242 -1.197 -0.609 -1.102
H -0.397658 -1.583674 1.662492 -0.680 -0.869 0.868
H -0.540698 0.077026 1.474072 -0.204 0.031 0.256
H 0.538502 -0.861934 0.617942 0.404 0.196 -0.142
C -5.550538 -0.397084 -0.744518 3.366 -2.092 -0.298
C -5.317318 0.890286 -0.331148 -4.739 2.053 -1.027
C -3.933318 1.425526 -0.060288 1.711 3.105 2.159
O -3.666648 2.583296 0.480582 -1.601 -1.604 -0.899
C -2.825418 0.650806 -0.323998 -0.133 -3.725 -0.941
C -2.957208 -0.764064 -0.698658 -2.721 2.274 0.118
C -4.440778 -1.345954 -0.868548 -1.970 0.196 0.187
O -4.674388 -2.554284 -1.093238 1.227 1.025 -0.042
O -2.042358 -1.533244 -0.905208 1.880 -1.113 -0.290
O -6.401738 1.637806 -0.326188 2.845 -0.114 0.682
H -6.509948 -0.746814 -1.096118 -0.162 0.194 0.333
H -1.838078 0.994166 -0.052578 0.020 0.366 -0.194
Cl -0.596518 -3.425674 2.913602 0.425 0.093 -0.168
C -0.078538 1.412796 4.013412 -0.446 0.982 -0.819
C 0.581912 2.771586 4.215352 -0.652 -0.509 0.834
O -0.418578 3.705486 4.665582 0.636 -0.088 -0.694
O -0.841198 1.365576 2.779632 1.089 -0.176 0.697
H -0.743588 1.318446 4.871852 -0.034 -0.477 0.018
H 0.679972 0.630106 4.001212 -0.300 -0.197 -0.259
H 1.072122 3.133236 3.311472 0.199 -0.016 -0.014
H 1.276502 2.655606 5.047322 0.264 0.218 -0.115
H -0.889348 3.890116 3.849562 -0.539 0.462 0.131
H -1.486008 2.073196 2.708262 -0.465 -0.011 0.122
C 1.606762 -0.889374 -3.793468 -2.103 2.054 0.922
C 0.301762 -0.187104 -3.209138 0.753 -1.817 -1.394
O 0.458502 1.188126 -3.193258 -0.072 0.881 0.149
O 2.697762 -0.747034 -2.842788 -0.575 -1.602 -0.839
H 1.766172 -0.300564 -4.696788 0.660 -0.046 -0.172
H 1.281622 -1.876514 -4.121998 0.946 -0.483 0.701
H -0.033068 -0.695694 -2.305068 0.134 0.397 0.551
H -0.499048 -0.370304 -3.925538 -0.085 -0.155 -0.114
H 1.217922 1.430486 -2.658338 -0.129 0.035 0.282
H 2.851272 0.194816 -2.738098 0.025 0.268 -0.259
C 2.358262 -3.116674 -0.062858 -0.348 -0.038 -0.363
C 1.330632 -3.927304 -0.926738 0.768 0.578 2.416
O -0.015198 -3.772464 -0.436508 1.609 -0.191 -2.073
O 2.014812 -1.739834 0.003072 0.466 0.104 0.361
H 3.381782 -3.186174 -0.431198 0.119 -0.252 -0.688
H 2.480812 -3.495134 0.951962 -0.793 0.029 0.181
H 1.732812 -4.934484 -0.817438 -0.392 -0.652 -0.120
H 1.517472 -3.652164 -1.964758 -0.931 0.282 -0.117
H -0.015818 -3.746714 0.523142 -0.048 -0.093 0.862
H 2.245542 -1.359504 -0.847638 -0.139 0.083 -0.589
C 3.179862 1.516576 -0.682418 0.741 -0.871 0.197
C 2.188272 2.108666 0.252262 -0.764 0.386 0.744
O 0.969682 1.379556 0.217222 0.921 0.263 -0.331
O 2.889052 1.781896 -2.030058 0.072 0.736 -0.719
H 3.193462 0.430696 -0.588688 -0.175 0.008 0.242
H 4.213532 1.827036 -0.530008 0.004 0.257 0.618
H 1.980592 3.154216 0.024682 0.180 0.240 -0.347
H 2.602172 2.127236 1.260452 0.171 -0.254 0.290
H 0.254372 1.986826 0.420052 -0.368 -0.059 -0.013
H 3.254102 2.650236 -2.215308 -0.201 0.078 -0.396
```
Positions in Å, forces in eV/Å.


[2]
DFT (ωB97M-V/def2-TZVPD) results for C14H30LaNO3P2 as an isolated structure in a non-equilibrium geometry.

Properties
E_LUMO (alpha / beta) = -0.270 / -0.278 hartree
E = -42054.9509 eV
Frontier orbital gap (alpha / beta) = 7.17 / 6.16 eV
2S+1 = 1
Net charge = +2

The geometry in XYZ format:
```
51
Properties=species:S:1:pos:R:3:forces:R:3
La -0.570846 0.090936 0.532902 0.095 1.550 0.538
P 1.043208 2.565027 1.295352 -0.727 0.047 -2.974
C 1.658049 2.786596 -0.486338 -5.594 0.364 1.335
C 1.734571 1.587542 -1.293993 -0.247 -1.953 -2.404
N 1.049780 0.347452 -1.388684 2.108 0.309 0.524
C 1.635368 -0.697617 -2.108016 -0.470 1.548 1.096
C 2.816931 -0.525862 -2.785566 0.600 -0.567 -0.874
C 3.350670 0.763457 -2.852372 0.313 -0.815 -0.556
C 2.709276 1.810090 -2.224613 2.495 1.473 -0.397
C 1.029977 -2.053471 -2.018879 -2.308 -0.842 0.325
P -0.846923 -2.124296 -1.404088 1.596 -1.359 -1.086
H 3.160104 2.856031 -2.235697 -0.498 -1.559 -0.246
H 3.271687 -1.422545 -3.303366 -0.371 1.350 0.723
H 4.304077 0.905841 -3.352711 -0.255 0.180 -0.161
H 0.981572 -2.586306 -2.978471 0.273 0.335 0.081
H 1.506929 -2.756954 -1.328120 0.409 0.447 0.045
H -1.524624 2.837919 -1.520652 -0.800 1.249 4.799
H 1.011244 3.540108 -1.029005 1.404 -0.161 0.347
H -2.549208 0.199980 -2.115718 -2.528 -0.375 0.898
O -1.700013 3.059066 -0.412462 -1.498 -0.500 -5.148
H -2.627665 3.515407 -0.463473 2.355 -1.160 0.220
H -2.119466 -0.838274 -0.545356 -0.292 -0.904 -0.663
O -3.327524 -0.276459 -1.660101 -0.963 2.534 0.257
H -4.064248 0.354784 -1.253380 2.534 -1.483 -1.555
C -1.656974 -2.001805 -3.019109 -0.389 0.174 -0.317
H -1.170865 -2.695984 -3.706853 0.044 0.051 0.074
H -2.717030 -2.286846 -2.946142 0.362 0.292 -0.006
H -1.552855 -0.993417 -3.436334 -0.142 -0.198 -0.072
C -1.020229 -3.952935 -1.156765 -0.062 0.014 0.493
H -2.030153 -4.137560 -0.730487 0.658 -0.040 -0.279
H -0.911917 -4.493697 -2.124835 -0.105 0.499 0.638
H -0.248285 -4.319989 -0.449446 -0.549 0.186 -0.325
C 2.732959 2.333809 1.711606 0.508 0.130 1.459
H 3.151547 3.325398 1.700148 0.717 0.239 0.446
H 2.760775 1.824840 2.656076 0.837 -0.015 0.605
H 3.202930 1.769530 0.921218 0.176 -0.379 0.040
C 0.306464 4.121030 1.846343 0.373 0.635 0.560
H -0.101769 3.949355 2.853485 0.207 0.132 -0.191
H 1.096928 4.877151 1.904536 -0.200 0.051 0.131
H -0.517289 4.525035 1.233510 0.509 -0.604 -0.012
C -0.969371 -2.646512 3.241741 0.285 -0.368 -0.400
C -1.704018 -1.328212 3.320014 -0.347 -0.302 0.086
C -1.079938 -0.338171 4.281539 0.169 0.495 -0.004
O -1.731564 -0.754325 2.000079 -0.494 -0.808 2.079
H 0.070951 -2.509517 2.924744 0.128 0.171 0.156
H -1.417368 -3.287240 2.478796 -0.194 0.004 0.113
H -0.958536 -3.199938 4.178414 -0.042 0.101 0.090
H -2.719656 -1.543636 3.685233 0.036 0.208 -0.418
H -0.059327 -0.061851 3.977864 0.023 -0.248 0.010
H -1.650969 0.593124 4.277566 -0.103 -0.075 0.092
H -1.037368 -0.706084 5.309866 -0.036 -0.052 -0.171
```
Positions in Å, forces in eV/Å.


[3]
DFT (ωB97M-V/def2-TZVPD) results for C14H30N2O2OsP2 as an isolated structure in a non-equilibrium geometry.

Properties
E_LUMO (alpha / beta) = -0.352 / -0.492 hartree
E = -43093.6336 eV
Frontier orbital gap (alpha / beta) = 6.22 / 6.61 eV
2S+1 = 6
Net charge = +3
Energy above the lowest of the compared OMol25 structures with the same formula, charge and spin = 5.8 kcal per mole

The geometry in XYZ format:
```
51
Properties=species:S:1:pos:R:3:forces:R:3
C 3.244276 -0.644504 -0.096055 -0.861 -0.359 0.067
C 3.053718 0.835257 -0.256747 1.398 -0.735 -0.225
N 1.761347 1.271885 -0.164929 -2.305 -2.738 0.072
C 1.469489 2.577089 0.066472 -0.700 2.241 1.025
C 2.480041 3.513821 -0.240690 1.506 0.625 0.727
C 3.835471 3.111557 -0.444346 -0.571 0.787 -0.615
C 4.110563 1.732192 -0.452301 -0.620 0.373 0.168
C 0.228767 2.864354 0.910670 1.286 -0.232 -0.975
P -1.133623 1.642493 0.495190 -1.444 4.758 0.734
H 5.104457 1.337596 -0.589458 0.202 0.034 -0.021
H 2.239648 4.570051 -0.097254 0.132 -0.184 -0.371
H 4.607871 3.851004 -0.683479 -0.420 -0.350 0.225
C 1.866795 -1.514860 -1.896360 0.054 -0.115 -0.390
C 1.859548 -2.665693 0.244145 0.278 -0.203 0.295
H -0.000133 3.908580 1.074107 -0.557 0.579 -1.149
H 3.450872 -0.887479 0.955752 0.213 0.128 -0.103
H 4.035753 -1.091728 -0.729319 -0.196 0.473 0.370
C -2.237371 2.308812 -0.786858 0.164 -0.396 -0.892
C -2.083602 1.881593 1.983345 -0.155 -0.688 0.843
H -3.196913 1.770263 -0.793415 0.268 0.056 0.186
H -2.460420 3.372297 -0.643723 0.196 -0.191 0.343
H -1.807237 2.201195 -1.786914 0.022 0.021 0.079
H -2.598741 0.976020 2.251999 -0.311 -0.315 0.251
H -1.384892 2.087130 2.782531 0.044 -0.010 0.333
H -2.811682 2.685959 1.926949 0.042 0.162 -0.364
H 2.712610 -3.275074 -0.100015 -0.384 0.089 0.135
H 1.936293 -2.499663 1.323432 -0.055 -0.244 -0.156
H 0.903252 -3.167035 0.017930 0.552 0.294 -0.004
H 2.763983 -2.070161 -2.216306 -0.406 0.090 -0.030
H 0.958764 -2.075237 -2.167010 0.399 0.190 0.108
H 1.850009 -0.534075 -2.383396 0.047 -0.233 0.017
Os 0.257453 -0.071552 0.239056 2.071 -3.766 2.323
H -0.312063 0.116360 -1.237365 -0.135 -0.096 -0.625
O 0.651263 -0.157642 2.283755 1.789 0.322 -0.984
H 0.453519 2.711610 1.962069 0.352 -1.049 0.401
H 1.570785 0.084097 2.660832 -2.025 -0.231 -0.636
N 1.931497 -1.333860 -0.419157 0.089 0.257 -0.318
C -2.510756 -1.439981 -1.733330 0.280 0.185 -0.238
P -2.379357 -1.952000 -0.029713 -1.986 -0.735 -0.027
C -3.758181 -1.221263 0.882919 0.056 0.120 0.231
C -2.458593 -3.720738 0.055210 0.023 -0.225 0.032
O -1.044784 -1.568049 0.656667 1.688 1.909 -0.401
H -3.486449 -1.752860 -2.123318 0.140 -0.016 0.059
H -1.719169 -1.907707 -2.327196 -0.159 -0.066 0.013
H -2.414566 -0.355978 -1.857538 -0.172 -0.179 0.106
H -4.712977 -1.550071 0.432681 0.403 0.108 0.207
H -3.720706 -1.526883 1.943665 -0.034 -0.091 -0.458
H -3.725223 -0.117030 0.878915 -0.039 -0.507 -0.277
H -1.657262 -4.156092 -0.541829 -0.024 0.022 -0.178
H -2.305393 -4.062781 1.079226 -0.137 0.122 0.102
H -3.417951 -4.091219 -0.309496 0.004 0.011 -0.015
```
Positions in Å, forces in eV/Å.